Formula: C21H31AlBeCl4N2O12
Source: OMol25
Level of theory: the ωB97M-V functional and the def2-TZVPD basis

Last column: Mulliken charge in e.
CARTESIAN COORDINATES (ANGSTROEM)
C1 4.666 -0.776 -1.063  -1.457
C2 3.628 0.319 -0.786  1.289
O1 4.071 1.595 -1.181  -0.448
C3 3.294 2.589 -0.605  0.344
O2 3.358 2.786 0.584  -0.533
C4 2.354 3.433 -1.443  -0.256
C5 1.938 2.763 -2.786  -0.509
C6 0.396 2.658 -2.863  -1.735
C7 0.035 1.447 -2.025  1.834
C8 0.402 0.170 -2.547  -0.667
C9 0.156 -0.961 -1.850  -0.380
C10 -0.467 -0.937 -0.576  0.421
N1 -0.638 -2.123 0.080  -0.672
C11 -1.219 -1.947 1.232  -0.253
C12 -1.678 -0.692 1.748  0.035
O3 -2.290 -0.632 2.940  -0.270
N2 -1.500 0.461 1.100  -0.623
C13 -0.852 0.310 -0.084  0.278
C14 -0.602 1.490 -0.809  0.019
C15 -1.097 2.780 -0.152  -1.899
H1 4.577 -1.555 -0.297  0.312
H2 4.485 -1.253 -2.034  0.379
H3 5.678 -0.345 -1.042  0.314
H4 2.681 0.063 -1.333  -0.448
H5 3.422 0.309 0.320  0.251
H6 1.445 3.567 -0.849  -0.012
H7 2.766 4.433 -1.616  0.491
H8 2.349 3.296 -3.648  0.514
H9 2.380 1.760 -2.781  0.334
H10 0.143 2.442 -3.908  0.467
H11 -0.108 3.582 -2.575  0.343
H12 0.890 0.093 -3.515  0.487
H13 0.454 -1.914 -2.282  0.534
H14 -1.366 -2.826 1.861  0.507
H15 -1.674 -0.139 3.515  0.367
H16 -0.783 3.673 -0.691  0.531
H17 -0.675 2.803 0.866  0.521
H18 -2.211 2.685 -0.012  0.275
C16 -4.167 -0.035 5.682  -0.143
Cl1 -4.620 -1.403 6.700  -0.160
Cl2 -2.417 0.241 5.713  -0.220
H19 -4.467 -0.241 4.659  0.162
H20 -4.668 0.855 6.045  0.365
Al1 1.536 -0.376 0.679  0.164
O4 -7.476 -2.818 5.139  -0.542
H21 -6.749 -2.185 5.238  0.279
O5 6.463 1.039 0.570  -0.868
H22 5.741 1.451 0.093  0.360
Cl3 -3.480 -0.363 0.020  -0.132
Cl4 -5.798 0.712 0.258  -0.189
Be1 -2.706 2.325 -1.624  0.235
C17 8.230 -3.013 -2.331  -0.241
C18 8.034 -4.129 -1.334  -0.346
O6 6.655 -4.466 -1.513  -0.331
C19 6.294 -4.079 -2.762  0.701
O7 5.262 -4.361 -3.281  -0.544
O8 7.262 -3.324 -3.339  -0.323
H23 9.233 -2.992 -2.750  0.289
H24 8.000 -2.031 -1.912  0.221
H25 8.643 -5.007 -1.561  0.286
H26 8.229 -3.818 -0.311  0.306
C20 -7.898 -4.542 2.025  0.815
O9 -7.044 -3.721 1.621  -0.462
O10 -8.004 -4.606 3.374  -0.355
O11 -8.625 -5.273 1.363  -0.443
H27 -7.300 -3.902 3.571  0.336
C21 -7.278 3.817 0.319  0.029
O12 -6.189 4.514 -0.285  -0.481
H28 -6.990 2.772 0.430  -0.243
H29 -7.495 4.237 1.304  0.250
H30 -8.165 3.879 -0.315  0.257
H31 -6.453 5.433 -0.379  0.283

Calculated values
- E: -3928.44352 Eh
- HOMO: -6.66 eV
- Net charge: 0

=====

Formula: C21H31Cl4F6IN4O5PS
Source: OMol25
Level of theory: the ωB97M-V functional and the def2-TZVPD basis

Last column: Mulliken charge in e.
CARTESIAN COORDINATES (ANGSTROEM)
C1 2.171 -1.740 3.628  -1.185
C2 0.648 -1.545 3.611  -1.254
C3 0.130 -0.111 3.465  0.222
Cl1 -1.666 -0.222 3.592  -0.246
C4 0.454 0.643 2.157  -0.696
N1 1.411 -0.031 1.218  0.962
N2 0.889 -1.147 0.519  -1.179
C5 1.637 -2.108 0.364  0.544
S1 2.452 -3.390 0.157  -0.266
C6 2.159 0.912 0.626  0.054
N3 2.658 0.974 -0.590  -0.047
C7 2.524 -0.002 -1.677  -0.855
C8 2.923 0.629 -3.003  0.150
C9 4.284 1.340 -3.026  -1.348
Cl2 1.608 1.724 -3.532  -0.201
N4 2.282 1.931 1.512  -0.158
C10 0.968 2.146 2.146  0.131
C11 -0.040 2.938 1.252  -0.550
Cl3 -1.647 2.835 1.994  -0.022
C12 0.251 4.398 0.860  0.051
C13 1.635 4.669 0.276  -1.028
Cl4 -0.074 5.553 2.173  -0.115
P1 1.411 3.116 3.737  0.271
O1 0.058 3.087 4.604  -0.419
I1 2.901 1.585 4.957  -0.086
H1 2.419 -2.680 3.138  0.231
H2 2.552 -1.806 4.643  0.357
H3 2.710 -0.956 3.105  0.263
H4 0.243 -1.908 4.553  0.649
H5 0.186 -2.161 2.841  0.393
H6 0.427 0.448 4.344  0.504
H7 -0.477 0.631 1.592  0.679
H8 3.193 1.799 -0.812  0.257
H9 3.108 -0.907 -1.507  0.108
H10 1.481 -0.293 -1.744  0.628
H11 2.956 -0.176 -3.732  0.432
H12 5.010 0.706 -3.530  0.357
H13 4.688 1.549 -2.036  0.339
H14 4.216 2.265 -3.588  0.402
H15 2.873 2.714 1.284  0.451
H16 -0.143 2.399 0.305  0.494
H17 -0.481 4.647 0.094  0.515
H18 2.348 4.956 1.048  0.348
H19 2.006 3.790 -0.252  -0.073
H20 1.582 5.474 -0.451  0.430
H21 -0.625 2.459 4.334  0.426
C14 -0.584 0.531 -6.608  -1.111
C15 0.502 -0.511 -6.456  -0.097
O2 0.537 -1.405 -7.582  -0.339
C16 1.174 -0.951 -8.654  0.319
O3 1.726 0.100 -8.769  -0.506
C17 1.152 -2.024 -9.765  0.902
F1 -0.068 -2.545 -9.905  -0.243
F2 2.000 -3.009 -9.440  -0.252
F3 1.531 -1.497 -10.919  -0.228
H22 -1.550 0.052 -6.763  0.327
H23 -0.638 1.151 -5.713  0.296
H24 -0.388 1.178 -7.462  0.325
H25 0.307 -1.147 -5.594  0.328
H26 1.484 -0.053 -6.329  0.279
C18 -5.567 -1.538 3.123  -1.156
C19 -4.596 -2.317 3.984  0.122
O4 -5.214 -2.757 5.208  -0.373
C20 -5.966 -3.845 5.114  0.281
O5 -6.173 -4.495 4.135  -0.507
C21 -6.528 -4.209 6.506  0.944
F4 -7.016 -3.130 7.124  -0.243
F5 -5.546 -4.720 7.260  -0.251
F6 -7.492 -5.110 6.391  -0.232
H27 -5.985 -0.701 3.684  0.341
H28 -5.053 -1.150 2.243  0.349
H29 -6.390 -2.168 2.791  0.361
H30 -3.769 -1.686 4.296  0.109
H31 -4.188 -3.175 3.451  0.334

Calculated values
- E: -4891.01369 Eh
- HOMO: -11.85 eV
- Net charge: +1

=====

Formula: C21H31ClN2O4S
Source: OMol25
Level of theory: the ωB97M-V functional and the def2-TZVPD basis

Last column: natural (NBO) charge in e.
CARTESIAN COORDINATES (ANGSTROEM)
C1 -1.367 -3.752 0.940  -0.629
C2 -0.282 -2.803 0.540  -0.042
C3 0.848 -2.632 1.315  -0.242
C4 1.866 -1.765 0.926  0.057
Cl1 3.250 -1.598 1.930  0.035
C5 1.748 -1.067 -0.261  -0.393
S1 3.021 0.029 -0.942  2.343
O1 2.876 -0.023 -2.366  -0.943
O2 4.290 -0.311 -0.379  -0.927
N1 2.633 1.554 -0.438  -0.675
C6 1.616 2.255 -1.188  -0.233
C7 0.242 2.322 -0.521  -0.446
C8 0.110 3.513 0.426  -0.393
C9 0.932 3.381 1.706  -0.393
C10 2.425 3.144 1.477  -0.414
C11 2.738 1.729 0.996  -0.234
C12 0.610 -1.208 -1.038  -0.294
C13 -0.406 -2.071 -0.656  0.358
O3 -1.547 -2.295 -1.372  -0.514
C14 -1.840 -1.436 -2.454  -0.162
C15 -2.222 -0.025 -1.976  0.656
O4 -1.955 0.976 -2.605  -0.625
N2 -2.878 -0.047 -0.806  -0.627
C16 -3.382 1.126 -0.125  -0.063
C17 -2.948 1.119 1.344  -0.398
C18 -3.654 0.026 2.143  -0.401
C19 -5.169 0.163 2.025  -0.399
C20 -5.600 0.111 0.562  -0.405
C21 -4.909 1.212 -0.238  -0.394
H1 -2.282 -3.208 1.172  0.216
H2 -1.074 -4.330 1.811  0.220
H3 -1.591 -4.427 0.116  0.232
H4 0.957 -3.180 2.238  0.227
H5 1.971 3.271 -1.395  0.195
H6 1.557 1.732 -2.143  0.246
H7 -0.509 2.411 -1.308  0.248
H8 0.050 1.388 0.013  0.198
H9 0.414 4.417 -0.107  0.196
H10 -0.940 3.635 0.703  0.204
H11 0.536 2.559 2.308  0.192
H12 0.809 4.298 2.288  0.208
H13 2.824 3.871 0.770  0.208
H14 2.942 3.287 2.428  0.221
H15 3.768 1.463 1.244  0.236
H16 2.074 1.026 1.523  0.177
H17 0.573 -0.643 -1.954  0.257
H18 -2.707 -1.883 -2.950  0.219
H19 -1.022 -1.374 -3.177  0.209
H20 -3.068 -0.945 -0.386  0.403
H21 -2.935 1.981 -0.642  0.236
H22 -3.190 2.092 1.777  0.207
H23 -1.867 0.984 1.403  0.214
H24 -3.355 0.096 3.191  0.216
H25 -3.346 -0.959 1.785  0.181
H26 -5.660 -0.633 2.587  0.209
H27 -5.479 1.117 2.457  0.196
H28 -6.682 0.235 0.490  0.215
H29 -5.354 -0.867 0.141  0.188
H30 -5.227 2.186 0.140  0.204
H31 -5.193 1.151 -1.290  0.216

Calculated values
- E: -2087.68347 Eh
- HOMO: -8.86 eV
- Net charge: 0
- SMILES: Cc1cc(Cl)c(S(=O)(=O)N2CCCCCC2)cc1OCC(=O)NC1CCCCC1
- Relative energy (zero: lowest compared OMol25 entry of this formula, charge and spin): 0.00 kJ/mol

=====

Formula: C21H31F5NO6
Source: OMol25
Level of theory: the ωB97M-V functional and the def2-TZVPD basis

Last column: natural (NBO) charge in e.
CARTESIAN COORDINATES (ANGSTROEM)
F1 -1.051 1.739 0.354  -0.316
C1 -0.288 0.964 1.160  0.966
F2 0.883 1.618 1.343  -0.324
F3 -0.897 0.886 2.359  -0.305
C2 -0.080 -0.393 0.548  -0.060
C3 -1.087 -1.341 0.620  -0.148
C4 -0.906 -2.583 0.031  -0.179
C5 0.271 -2.876 -0.632  -0.142
C6 1.272 -1.917 -0.713  -0.168
C7 2.541 -2.307 -1.411  0.851
F4 2.311 -3.113 -2.465  -0.305
F5 3.382 -2.975 -0.593  -0.303
N1 3.311 -1.105 -1.952  -0.401
C8 4.799 -1.182 -1.726  -0.219
C9 5.481 0.125 -2.163  -0.434
C10 4.562 1.124 -2.864  -0.411
C11 3.610 0.477 -3.874  -0.436
C12 3.050 -0.878 -3.426  -0.213
C13 1.099 -0.674 -0.113  -0.214
H1 -2.006 -1.120 1.143  0.249
H2 -1.684 -3.328 0.089  0.248
H3 0.400 -3.850 -1.081  0.244
H4 2.963 -0.273 -1.481  0.445
H5 5.145 -2.035 -2.302  0.231
H6 4.991 -1.381 -0.680  0.246
H7 5.883 0.608 -1.274  0.237
H8 6.337 -0.116 -2.786  0.238
H9 5.182 1.838 -3.397  0.255
H10 3.987 1.684 -2.124  0.202
H11 4.141 0.320 -4.811  0.238
H12 2.791 1.154 -4.104  0.238
H13 1.973 -0.911 -3.566  0.240
H14 3.509 -1.702 -3.958  0.236
H15 1.869 0.085 -0.113  0.211
C14 -4.728 7.501 -1.350  -0.640
C15 -3.414 8.083 -1.821  -0.071
O1 -2.316 7.670 -0.986  -0.489
C16 -1.853 6.448 -1.211  0.982
O2 -2.240 5.675 -2.049  -0.654
O3 -0.880 6.202 -0.329  -0.494
C17 -0.325 4.892 -0.429  -0.256
H16 -4.899 7.750 -0.302  0.215
H17 -5.547 7.909 -1.942  0.222
H18 -4.735 6.417 -1.453  0.223
H19 -3.419 9.168 -1.743  0.195
H20 -3.201 7.812 -2.854  0.195
H21 -0.002 4.688 -1.448  0.188
H22 -1.053 4.148 -0.118  0.192
H23 0.528 4.876 0.245  0.192
C18 -1.258 -5.010 6.169  -0.640
C19 -1.603 -3.899 5.204  -0.071
O4 -1.838 -4.398 3.872  -0.506
C20 -3.038 -4.947 3.681  0.978
O5 -3.928 -5.011 4.484  -0.633
O6 -3.090 -5.398 2.425  -0.508
C21 -4.318 -6.058 2.087  -0.257
H24 -0.411 -5.588 5.798  0.212
H25 -0.994 -4.590 7.139  0.224
H26 -2.102 -5.684 6.305  0.229
H27 -0.769 -3.209 5.091  0.185
H28 -2.474 -3.336 5.535  0.200
H29 -5.172 -5.427 2.319  0.201
H30 -4.400 -7.000 2.624  0.197
H31 -4.269 -6.245 1.018  0.193

Calculated values
- E: -1824.13369 Eh
- HOMO: -12.36 eV
- Net charge: +1

=====

> Look up the E of the second one.

-4891.01369 Eh